Entry 1:
Molecular formula: C56H132OS
Method: DFT, the ωB97M-V functional and the def2-TZVPD basis

## Properties
* calculated total energy: -2686.0937 Ha
* charge: 0
* max |F|: 3.0 eV/A
* 2S+1: 1
* HOMO-LUMO gap: 9.33 eV
* LUMO level: 0.009 hartree

Positions of all 190 atoms, in Å:
C: 0.48 -37.19 -19.73
S: 1.12 -35.54 -19.41
O: 2.39 -35.85 -18.61
C: 1.75 -35.21 -21.13
H: -0.30 -37.18 -20.49
H: 0.19 -37.71 -18.82
H: 1.29 -37.78 -20.15
H: 0.87 -35.42 -21.75
H: 2.52 -35.92 -21.46
H: 2.06 -34.19 -21.33
C: -1.09 -29.58 -26.76
C: 0.38 -29.23 -26.86
C: 1.32 -30.16 -26.08
C: 2.83 -29.77 -26.51
C: 3.79 -30.77 -25.85
C: 5.21 -30.81 -26.32
H: -1.29 -30.51 -27.29
H: -1.61 -28.84 -27.37
H: -1.54 -29.55 -25.77
H: 0.78 -29.21 -27.88
H: 0.60 -28.20 -26.57
H: 1.12 -31.21 -26.28
H: 1.22 -30.04 -25.00
H: 2.92 -29.98 -27.57
H: 3.20 -28.78 -26.27
H: 3.80 -30.63 -24.77
H: 3.42 -31.78 -26.01
H: 5.32 -30.55 -27.37
H: 5.84 -30.13 -25.74
H: 5.41 -31.87 -26.23
C: -1.93 -28.69 -19.90
C: -3.00 -28.08 -18.96
C: -3.33 -26.63 -19.27
C: -3.98 -26.33 -20.62
C: -5.44 -26.71 -20.76
C: -6.32 -25.91 -19.80
H: -1.48 -29.56 -19.42
H: -1.11 -28.01 -20.11
H: -2.36 -29.00 -20.85
H: -3.93 -28.63 -19.06
H: -2.71 -28.09 -17.91
H: -2.43 -26.07 -19.02
H: -4.08 -26.40 -18.51
H: -3.75 -25.29 -20.85
H: -3.40 -26.86 -21.37
H: -5.69 -26.48 -21.79
H: -5.57 -27.78 -20.56
H: -7.37 -26.13 -19.97
H: -6.07 -26.12 -18.76
H: -6.19 -24.84 -19.97
C: -8.20 -18.60 -26.25
C: -8.37 -20.01 -25.68
C: -7.37 -20.99 -26.30
C: -7.63 -22.44 -25.94
C: -6.53 -23.29 -26.62
C: -5.06 -22.94 -26.38
H: -7.28 -18.16 -25.89
H: -9.04 -17.92 -26.06
H: -8.12 -18.57 -27.34
H: -8.20 -19.94 -24.61
H: -9.39 -20.40 -25.79
H: -6.45 -20.64 -25.83
H: -7.24 -20.82 -27.37
H: -7.53 -22.45 -24.86
H: -8.61 -22.80 -26.26
H: -6.68 -24.34 -26.42
H: -6.68 -23.28 -27.70
H: -4.82 -21.90 -26.60
H: -4.90 -23.00 -25.31
H: -4.40 -23.54 -27.01
C: 0.29 -13.17 -22.94
C: 0.02 -14.67 -23.24
C: -1.26 -15.10 -22.51
C: -1.52 -16.57 -22.79
C: -2.88 -17.02 -22.21
C: -2.91 -18.55 -22.08
H: -0.31 -12.51 -23.57
H: 1.34 -13.04 -23.22
H: 0.11 -12.92 -21.89
H: -0.18 -14.88 -24.30
H: 0.78 -15.35 -22.85
H: -2.09 -14.46 -22.83
H: -1.01 -14.86 -21.48
H: -1.59 -16.78 -23.86
H: -0.64 -17.10 -22.44
H: -2.94 -16.58 -21.21
H: -3.78 -16.63 -22.69
H: -3.74 -18.95 -21.49
H: -3.03 -19.03 -23.05
H: -1.98 -18.95 -21.68
C: -7.51 -17.81 -15.28
C: -8.11 -18.43 -16.53
C: -9.11 -19.56 -16.20
C: -10.08 -19.69 -17.33
C: -11.22 -20.65 -17.02
C: -12.33 -20.78 -18.05
H: -8.28 -17.45 -14.61
H: -6.78 -17.04 -15.51
H: -7.03 -18.64 -14.75
H: -8.50 -17.63 -17.16
H: -7.20 -18.89 -16.92
H: -9.54 -19.17 -15.28
H: -8.63 -20.48 -15.87
H: -10.39 -18.64 -17.37
H: -9.69 -19.92 -18.32
H: -10.84 -21.66 -16.84
H: -11.72 -20.29 -16.12
H: -13.08 -21.50 -17.73
H: -12.86 -19.84 -18.22
H: -11.92 -21.18 -18.97
C: 4.57 -26.79 -16.90
C: 5.26 -28.13 -16.90
C: 5.91 -28.40 -18.24
C: 6.43 -29.88 -18.38
C: 7.27 -30.20 -19.63
C: 8.71 -29.85 -19.52
H: 4.12 -26.59 -15.93
H: 3.77 -26.67 -17.63
H: 5.28 -25.98 -17.08
H: 6.07 -28.17 -16.16
H: 4.54 -28.93 -16.72
H: 6.75 -27.76 -18.53
H: 5.16 -28.16 -18.99
H: 7.07 -30.09 -17.53
H: 5.58 -30.56 -18.43
H: 7.27 -31.27 -19.87
H: 6.86 -29.75 -20.53
H: 9.24 -30.36 -18.72
H: 9.19 -30.05 -20.48
H: 8.74 -28.76 -19.43
C: -5.60 -26.62 -12.51
C: -4.28 -27.17 -11.96
C: -4.52 -28.70 -11.81
C: -3.28 -29.57 -11.34
C: -3.67 -31.02 -11.46
C: -2.60 -31.93 -10.88
H: -5.63 -25.54 -12.61
H: -6.38 -26.81 -11.77
H: -5.95 -27.09 -13.43
H: -3.39 -26.93 -12.53
H: -4.10 -26.79 -10.96
H: -4.82 -29.07 -12.79
H: -5.41 -28.89 -11.22
H: -2.39 -29.38 -11.93
H: -3.00 -29.25 -10.33
H: -4.54 -31.17 -10.83
H: -3.91 -31.33 -12.48
H: -2.60 -31.89 -9.79
H: -2.73 -32.98 -11.14
H: -1.65 -31.55 -11.26
C: 3.03 -23.98 -22.25
C: 3.74 -22.87 -21.35
C: 5.30 -22.83 -21.62
C: 6.14 -21.82 -20.82
C: 5.96 -20.40 -21.29
C: 6.83 -19.36 -20.56
H: 1.96 -23.85 -22.04
H: 3.25 -25.01 -21.98
H: 3.24 -23.76 -23.30
H: 3.46 -21.85 -21.61
H: 3.53 -22.97 -20.29
H: 5.51 -22.58 -22.66
H: 5.54 -23.86 -21.37
H: 5.94 -21.99 -19.76
H: 7.20 -22.07 -20.87
H: 6.06 -20.34 -22.37
H: 4.91 -20.18 -21.15
H: 6.52 -18.33 -20.75
H: 6.64 -19.44 -19.48
H: 7.89 -19.50 -20.72
C: -11.96 -27.48 -25.06
C: -11.72 -28.89 -25.70
C: -10.26 -29.36 -25.55
C: -9.86 -30.75 -26.21
C: -9.80 -30.85 -27.74
C: -9.03 -29.75 -28.45
H: -13.03 -27.32 -25.11
H: -11.39 -26.69 -25.56
H: -11.73 -27.30 -24.01
H: -12.30 -29.66 -25.20
H: -12.09 -29.00 -26.72
H: -9.83 -29.39 -24.55
H: -9.66 -28.60 -26.03
H: -8.88 -31.01 -25.83
H: -10.50 -31.52 -25.78
H: -9.49 -31.88 -27.93
H: -10.85 -30.91 -28.03
H: -9.61 -28.85 -28.26
H: -7.99 -29.67 -28.11
H: -9.13 -29.93 -29.52



Entry 2:
Molecular formula: C40H67F3O7
Method: DFT, the ωB97M-V functional and the def2-TZVPD basis

## Properties
* calculated total energy: -2390.0967 Ha
* relative energy (zero: lowest compared OMol25 entry of this formula, charge and spin): 212.3 kcal/mol
* SMILES: CCCCCCCCCCCCCCCCCCc1ccc2c(c1)C(=O)c1cccc(CCC(F)(F)F)c1C2=O.CO.CO.CO.CO.CO
* charge: 0
* max |F|: 4.7 eV/A
* 2S+1: 1
* HOMO-LUMO gap: 7.74 eV
* LUMO level: -0.042 hartree

Positions of all 117 atoms, in Å:
C: -1.13 2.03 1.47
C: -2.68 1.93 1.95
C: -2.86 2.17 3.54
C: -1.67 1.51 4.42
C: -1.55 -0.08 4.21
C: -2.92 -0.88 4.52
C: -2.66 -2.42 4.13
C: -1.74 -3.17 5.25
C: -1.05 -4.42 4.48
C: 0.25 -3.88 3.66
C: 0.74 -5.10 2.70
C: 2.17 -4.64 2.09
C: 2.04 -3.76 0.74
C: 3.54 -3.62 0.11
C: 3.55 -2.20 -0.69
C: 3.98 -0.96 0.24
C: 2.90 0.25 0.27
C: 3.14 1.34 -0.92
C: 2.08 0.97 -2.06
C: 0.66 1.64 -2.07
C: -0.43 1.28 -3.14
C: 0.00 0.22 -4.20
C: 1.43 -0.45 -4.20
C: 2.49 -0.09 -3.14
C: 1.76 -1.57 -5.32
O: 2.86 -1.64 -5.92
C: 0.55 -2.59 -5.60
C: 0.79 -4.10 -5.82
C: -0.45 -5.02 -6.04
C: -1.88 -4.39 -6.02
C: -2.10 -2.84 -5.83
C: -3.55 -2.17 -5.81
C: -3.89 -1.66 -4.30
C: -4.69 -2.77 -3.48
F: -6.09 -2.72 -3.69
F: -4.20 -4.07 -3.75
F: -4.47 -2.49 -2.09
C: -0.88 -1.92 -5.61
C: -0.98 -0.33 -5.36
O: -1.74 0.44 -6.00
H: -0.54 1.08 1.69
H: -0.62 2.94 1.96
H: -1.17 2.23 0.34
H: -3.25 2.74 1.36
H: -3.06 0.90 1.62
H: -2.81 3.30 3.74
H: -3.89 1.79 3.87
H: -0.66 2.04 4.19
H: -1.90 1.79 5.53
H: -0.76 -0.45 4.96
H: -1.21 -0.35 3.14
H: -3.12 -0.79 5.63
H: -3.81 -0.47 3.91
H: -3.67 -2.97 4.16
H: -2.17 -2.56 3.11
H: -0.95 -2.47 5.68
H: -2.44 -3.62 6.04
H: -1.75 -4.87 3.69
H: -0.65 -5.22 5.20
H: 1.12 -3.64 4.37
H: 0.02 -2.97 3.00
H: 0.83 -6.04 3.35
H: -0.01 -5.27 1.84
H: 2.68 -4.01 2.89
H: 2.84 -5.54 1.86
H: 1.42 -4.31 -0.05
H: 1.60 -2.72 1.00
H: 4.36 -3.68 0.91
H: 3.66 -4.52 -0.61
H: 2.46 -2.04 -1.05
H: 4.20 -2.29 -1.63
H: 4.14 -1.32 1.32
H: 4.97 -0.49 -0.13
H: 1.86 -0.22 0.14
H: 2.99 0.73 1.31
H: 2.86 2.41 -0.57
H: 4.22 1.33 -1.30
H: 0.35 2.40 -1.28
H: -1.48 1.73 -3.14
H: 3.51 -0.60 -3.19
H: 1.85 -4.55 -5.80
H: -0.37 -6.15 -6.18
H: -2.75 -5.11 -6.16
H: -4.34 -2.89 -6.21
H: -3.54 -1.24 -6.49
H: -2.90 -1.40 -3.80
H: -4.49 -0.68 -4.38
C: -0.27 5.74 3.21
O: -1.32 4.77 3.24
H: 0.62 5.29 3.66
H: -0.06 6.02 2.18
H: -0.56 6.61 3.79
H: -2.10 5.19 2.85
C: 6.32 0.10 -5.21
O: 6.20 -1.06 -4.40
H: 6.91 0.85 -4.67
H: 6.83 -0.15 -6.14
H: 5.33 0.51 -5.42
H: 5.67 -1.70 -4.90
C: -2.00 2.01 9.10
O: -2.54 2.42 7.85
H: -2.00 0.92 9.14
H: -0.98 2.38 9.21
H: -2.63 2.40 9.91
H: -2.53 3.38 7.84
C: 0.36 8.41 -0.50
O: 0.26 7.27 0.34
H: 0.96 9.17 0.01
H: 0.86 8.14 -1.43
H: -0.63 8.81 -0.70
H: -0.27 6.62 -0.14
C: 0.73 5.79 -3.63
O: -0.32 6.38 -2.87
H: 1.23 5.05 -3.02
H: 0.31 5.31 -4.52
H: 1.44 6.57 -3.92
H: -0.75 7.04 -3.43